one | Formula: C3H4N2OS
Source: OMol25
Level of theory: the ωB97M-V functional and the def2-TZVPD basis

HOMO: -0.3057 Ha
SMILES: Nc1ncc(S)o1
gap between HOMO and LUMO: 0.333 Ha

Each line ends with the natural charge from an NBO analysis.
Atoms and positions in Å:
N  -1.960  -0.936  -0.125  -0.82
C  -0.913  -0.110  -0.183  0.67
N  -0.920  1.215  -0.230  -0.55
C  0.433  1.468  -0.049  -0.04
C  1.157  0.317  0.064  -0.06
S  2.734  -0.348  -0.264  0.05
O  0.161  -0.767  0.047  -0.45
H  -1.634  -1.916  -0.223  0.42
H  -2.950  -0.559  -0.171  0.43
H  0.870  2.507  0.197  0.23
H  3.022  -0.871  0.938  0.13



two | Formula: C3H4N2OS
Source: OMol25
Level of theory: the ωB97M-V functional and the def2-TZVPD basis

HOMO: -0.2958 Ha
gap between HOMO and LUMO: 0.321 Ha

Each line ends with the natural charge from an NBO analysis.
Atoms and positions in Å:
C  1.242  -0.595  0.518  0.39
C  0.591  -1.556  -0.132  -0.24
C  -0.407  0.330  -0.192  0.25
H  2.583  -1.566  1.404  0.48
H  0.846  -2.592  -0.314  0.21
H  -1.015  -1.373  -1.603  0.45
H  -1.973  2.402  0.383  0.18
N  -0.457  -0.867  -0.874  -0.58
N  0.584  0.561  0.677  -0.46
O  2.387  -0.674  1.225  -0.65
S  -1.811  1.349  -0.591  -0.04



three | Formula: C3H4N2OS
Source: OMol25
Level of theory: the ωB97M-V functional and the def2-TZVPD basis

HOMO: -0.3230 Ha
gap between HOMO and LUMO: 0.282 Ha

Each line ends with the natural charge from an NBO analysis.
Atoms and positions in Å:
C  0.616  -1.807  -0.350  0.48
C  1.052  1.123  -0.302  0.24
C  -1.268  0.844  0.439  -0.42
N  0.089  -0.683  -0.843  -0.52
N  -0.029  0.458  -0.110  -0.23
O  0.987  -1.970  0.805  -0.65
S  2.452  1.783  -0.318  0.27
H  0.658  -2.551  -1.264  0.12
H  -1.285  0.380  1.483  0.24
H  -1.196  1.973  0.628  0.22
H  -2.076  0.452  -0.168  0.25



Energy comparison, zero being the most stable, in kcal/mol: one 0.0; two 10.8; three 64.7.



one | Formula: C3H4N2OS
Source: OMol25
Level of theory: the ωB97M-V functional and the def2-TZVPD basis

HOMO: -0.3378 Ha
SMILES: O=C/N=C/NC=S
gap between HOMO and LUMO: 0.296 Ha

Each line ends with the natural charge from an NBO analysis.
Atoms and positions in Å:
O  -1.075  -0.426  2.646  -0.62
C  -1.477  0.367  1.689  0.50
N  -1.038  0.442  0.386  -0.54
C  0.120  -0.266  0.421  0.33
N  0.968  -0.385  -0.587  -0.59
C  0.828  -0.077  -1.952  -0.12
S  -0.410  0.363  -2.940  0.06
H  -2.196  1.374  1.733  0.14
H  0.389  -0.702  1.382  0.23
H  2.041  -0.438  -0.331  0.42
H  1.850  -0.253  -2.447  0.19



two | Formula: C3H4N2OS
Source: OMol25
Level of theory: the ωB97M-V functional and the def2-TZVPD basis

HOMO: -0.3459 Ha
gap between HOMO and LUMO: 0.299 Ha

Each line ends with the natural charge from an NBO analysis.
Atoms and positions in Å:
C  -1.471  1.210  0.271  -0.06
C  1.985  -1.272  -0.293  0.52
C  -1.582  -0.133  0.227  -0.34
N  -0.376  1.851  -0.068  -0.72
N  1.139  -0.199  -0.344  -0.89
O  2.616  -1.651  0.683  -0.56
S  1.029  1.381  -0.245  1.30
H  -2.228  1.883  0.526  0.20
H  2.125  -1.831  -1.335  0.13
H  -2.504  -0.534  0.489  0.20
H  -0.733  -0.705  0.089  0.23



three | Formula: C3H4N2OS
Source: OMol25
Level of theory: the ωB97M-V functional and the def2-TZVPD basis

HOMO: -0.3587 Ha
SMILES: O=C1NN=C[C@@H]1S
gap between HOMO and LUMO: 0.371 Ha

Each line ends with the natural charge from an NBO analysis.
Atoms and positions in Å:
O  0.975  1.984  -0.397  -0.55
C  0.737  0.837  -0.199  0.66
N  1.587  -0.247  -0.370  -0.48
N  1.034  -1.513  -0.088  -0.19
C  -0.129  -1.331  0.323  0.06
C  -0.558  0.197  0.426  -0.47
S  -2.334  0.318  -0.283  -0.02
H  2.236  -0.057  -1.047  0.40
H  -0.588  -2.123  0.801  0.20
H  -0.677  0.387  1.492  0.26
H  -2.284  1.548  -0.659  0.13



Energy comparison, zero being the most stable, in kcal/mol: one 20.8; two 40.7; three 0.0.